(1)
{
  "formula": "C5H6O2",
  "method": "the ωB97M-V functional and the def2-TZVPD basis",
  "max_force_ev_per_a": 0.411,
  "e_homo_ev": [-8.89, -8.89],
  "multiplicity": 1,
  "lumo_ev": [-1.5312, -1.5323],
  "e_above_lowest_ev": 6.147,
  "elements": ["O", "C", "C", "C", "O", "C", "C", "H", "H", "H", "H", "H", "H"],
  "xyz": [[-2.397, -0.139, -0.190], [-1.640, -0.229, 0.983], [0.718, -0.543, -0.654], [-0.434, 0.681, 0.901], [-0.394, 1.589, 0.076], [2.031, -0.356, -0.986], [3.237, -0.358, -1.203], [-2.200, 0.742, -0.550], [-2.222, 0.064, 1.876], [-1.299, -1.258, 1.125], [0.006, -0.388, -1.471], [0.307, 0.613, 1.716], [4.284, -0.371, -1.418]],
  "forces_ev_per_angstrom": [[-0.10, 0.17, -0.04], [0.16, -0.07, 0.16], [0.26, -0.02, -0.10], [-0.03, 0.18, -0.11], [0.07, -0.32, 0.25], [0.19, 0.02, -0.07], [-0.38, 0.01, 0.08], [-0.07, -0.12, -0.05], [0.09, 0.02, -0.12], [-0.07, 0.13, 0.02], [0.13, 0.00, 0.05], [-0.06, -0.03, -0.11], [-0.19, 0.04, 0.05]]
}



(2)
{
  "formula": "C13H24F3MnN5O3S2",
  "method": "the ωB97M-V functional and the def2-TZVPD basis",
  "max_force_ev_per_a": 2.096,
  "e_homo_ev": [-7.98, -7.87],
  "s2": 0.790,
  "multiplicity": 2,
  "lumo_ev": [-0.0282, -0.0165],
  "elements": ["Mn", "C", "S", "O", "O", "O", "H", "H", "H", "C", "N", "C", "C", "N", "N", "C", "C", "H", "H", "H", "H", "H", "H", "H", "H", "H", "H", "H", "H", "H", "F", "C", "F", "F", "C", "C", "C", "C", "N", "C", "S", "N", "C", "H", "H", "H", "H", "H", "H", "H", "H"],
  "xyz": [[0.260, 0.010, -0.214], [-2.834, -0.825, -1.652], [-1.203, -1.580, -1.825], [-0.286, -0.557, -2.382], [-1.342, -2.721, -2.694], [-0.758, -1.904, -0.462], [-3.127, -0.407, -2.607], [-2.759, -0.067, -0.879], [-3.498, -1.623, -1.348], [1.606, 2.542, -1.758], [0.405, 3.247, -2.140], [0.255, 3.344, -3.581], [-0.729, 3.020, -1.404], [-0.813, 2.045, -0.562], [-1.740, 3.916, -1.625], [-3.082, 3.629, -1.181], [-1.476, 5.312, -1.896], [2.470, 3.106, -2.110], [1.634, 1.533, -2.194], [1.651, 2.466, -0.665], [0.325, 2.348, -4.032], [1.046, 3.972, -3.991], [-0.706, 3.776, -3.846], [-1.626, 2.127, 0.046], [-3.259, 3.919, -0.137], [-3.292, 2.567, -1.300], [-3.777, 4.183, -1.812], [-0.405, 5.482, -1.926], [-1.912, 5.924, -1.103], [-1.922, 5.618, -2.847], [0.571, -0.831, 2.280], [0.196, 0.421, 1.857], [0.278, 1.203, 2.961], [-1.207, 0.259, 1.682], [1.212, -4.272, -3.105], [1.799, -3.850, -1.812], [2.283, -4.716, -0.864], [2.821, -4.190, 0.332], [2.944, -2.887, 0.505], [2.491, -2.052, -0.402], [2.730, -0.380, -0.242], [1.887, -2.521, -1.561], [3.282, -5.076, 1.438], [1.203, -5.353, -3.185], [1.788, -3.855, -3.930], [0.188, -3.897, -3.183], [2.257, -5.782, -1.033], [1.424, -1.851, -2.179], [3.221, -6.122, 1.152], [2.662, -4.896, 2.318], [4.306, -4.823, 1.709]],
  "forces_ev_per_angstrom": [[0.14, 2.01, 0.57], [0.93, -0.32, -0.02], [-0.93, -0.10, -0.92], [0.25, 0.31, 0.69], [-0.38, 0.06, 0.12], [0.44, 0.26, 0.68], [-0.01, 0.03, -0.10], [-0.06, 0.10, 0.03], [-0.18, -0.10, 0.07], [0.13, -0.27, 0.26], [-0.05, -0.02, 0.01], [0.00, 0.10, -0.19], [-0.18, 0.09, 0.10], [0.23, -0.87, 0.13], [-0.11, -0.09, -0.04], [-0.04, -0.10, 0.02], [0.01, 0.08, -0.09], [0.05, -0.01, -0.03], [0.07, 0.17, 0.13], [0.08, 0.01, -0.29], [0.01, 0.01, -0.05], [0.02, 0.00, -0.04], [0.01, 0.01, 0.01], [0.29, 0.00, 0.01], [0.02, -0.03, -0.03], [-0.04, 0.00, 0.04], [-0.06, 0.00, 0.03], [0.00, 0.06, -0.04], [0.02, 0.08, 0.03], [0.04, 0.05, 0.01], [0.18, -0.07, 0.69], [-0.21, -1.29, -0.76], [0.33, 0.09, -0.74], [-0.77, 0.15, 0.07], [-0.21, -0.03, -0.13], [0.13, 0.29, 0.15], [0.22, 0.08, 0.46], [-0.34, -0.13, -0.89], [0.22, -0.47, 0.68], [-0.12, 0.56, -1.19], [-0.93, 0.27, -0.15], [0.30, -0.78, 0.70], [0.02, -0.01, 0.00], [0.06, -0.09, -0.01], [0.06, 0.02, -0.07], [0.17, -0.07, -0.02], [-0.09, -0.02, -0.04], [0.27, 0.02, 0.10], [0.01, -0.07, 0.07], [0.01, -0.02, -0.03], [0.01, 0.01, 0.00]]
}



(3)
{
  "formula": "C41H40F5N10NaO3",
  "method": "the ωB97M-V functional and the def2-TZVPD basis",
  "max_force_ev_per_a": 0.570,
  "e_homo_ev": -6.10,
  "multiplicity": 1,
  "lumo_ev": -0.7028,
  "e_above_lowest_ev": 0.000,
  "elements": ["Na", "C", "N", "C", "C", "C", "N", "C", "C", "F", "C", "F", "C", "C", "F", "C", "F", "H", "H", "H", "H", "H", "H", "H", "H", "H", "H", "H", "N", "C", "N", "C", "N", "N", "C", "C", "C", "C", "C", "C", "N", "C", "C", "C", "C", "C", "C", "H", "H", "H", "H", "H", "H", "H", "H", "H", "H", "H", "F", "C", "C", "C", "C", "O", "C", "C", "N", "C", "C", "C", "C", "C", "C", "N", "C", "C", "N", "C", "C", "C", "O", "O", "H", "H", "H", "H", "H", "H", "H", "H", "H", "H", "H", "H", "H", "H", "H", "H", "H", "H"],
  "xyz": [[-0.791, -1.527, 2.321], [-3.365, 3.487, -0.045], [-2.200, 2.844, 0.526], [-2.576, 1.614, 1.206], [-1.449, 3.745, 1.397], [0.073, 3.637, 1.263], [0.538, 2.281, 1.447], [1.519, 1.761, 0.772], [1.898, 0.390, 1.050], [1.186, -0.296, 1.980], [2.966, -0.256, 0.499], [3.243, -1.507, 0.896], [3.799, 0.329, -0.462], [3.436, 1.613, -0.787], [4.205, 2.294, -1.726], [2.377, 2.301, -0.257], [2.198, 3.581, -0.748], [-4.107, 3.788, 0.716], [-3.860, 2.801, -0.736], [-3.069, 4.374, -0.606], [-3.274, 1.809, 2.040], [-1.682, 1.139, 1.595], [-3.049, 0.923, 0.506], [-1.736, 3.600, 2.451], [-1.724, 4.772, 1.141], [0.487, 4.259, 2.072], [0.367, 4.117, 0.327], [4.710, -0.139, -0.798], [-2.948, -5.021, 0.417], [-2.776, -3.730, 0.762], [-2.852, -3.248, 1.952], [-2.980, -4.152, 3.001], [-2.725, -3.813, 4.219], [-2.119, -2.574, 4.291], [-2.486, -1.826, 5.247], [-1.870, -0.490, 5.417], [-2.095, 0.225, 6.586], [-1.511, 1.474, 6.733], [-0.731, 1.967, 5.704], [-0.565, 1.193, 4.561], [-1.119, -0.010, 4.416], [-3.375, -5.534, 2.707], [-3.734, -6.454, 3.693], [-3.987, -7.769, 3.362], [-3.869, -8.187, 2.034], [-3.519, -7.292, 1.046], [-3.281, -5.960, 1.384], [-2.498, -5.323, -0.435], [-2.545, -3.056, -0.056], [-3.254, -2.140, 5.955], [-2.716, -0.200, 7.364], [-1.666, 2.049, 7.637], [-0.255, 2.936, 5.769], [0.024, 1.550, 3.716], [-3.791, -6.110, 4.717], [-4.265, -8.479, 4.130], [-4.055, -9.221, 1.776], [-3.428, -7.608, 0.014], [-0.929, 3.397, -2.392], [-0.249, 2.221, -2.416], [-0.643, 1.198, -1.609], [0.000, -0.039, -1.687], [-0.353, -1.084, -0.713], [-1.165, -0.835, 0.187], [0.301, -2.353, -0.912], [1.193, -2.483, -1.916], [1.610, -1.473, -2.739], [2.551, -1.761, -3.788], [3.749, -2.594, -3.459], [3.917, -1.135, -3.762], [1.020, -0.227, -2.625], [1.461, 0.863, -3.386], [0.864, 2.105, -3.263], [1.434, 3.221, -3.901], [2.135, 3.110, -5.151], [3.632, 3.400, -4.902], [3.732, 4.150, -3.613], [2.706, 5.245, -3.556], [1.321, 4.577, -3.413], [0.029, -3.559, -0.016], [-0.241, -4.625, -0.609], [0.101, -3.332, 1.211], [-1.425, 1.363, -0.875], [1.642, -3.448, -2.108], [2.092, -1.907, -4.761], [4.066, -3.319, -4.195], [3.873, -2.898, -2.429], [4.355, -0.848, -4.710], [4.121, -0.482, -2.924], [2.330, 0.750, -4.016], [1.731, 3.816, -5.886], [2.020, 2.112, -5.562], [4.077, 4.019, -5.680], [4.218, 2.489, -4.786], [4.672, 4.515, -3.480], [3.554, 3.498, -2.827], [2.810, 5.825, -4.473], [2.933, 5.880, -2.703], [0.574, 5.169, -3.952], [1.052, 4.551, -2.365]],
  "forces_ev_per_angstrom": [[-0.16, -0.32, 0.21], [-0.04, -0.01, -0.01], [-0.09, 0.20, 0.12], [-0.05, 0.11, 0.20], [0.04, 0.00, 0.03], [0.05, -0.09, 0.17], [-0.23, -0.04, -0.03], [0.13, 0.03, -0.01], [0.16, -0.11, 0.06], [0.01, 0.31, 0.01], [-0.02, -0.01, -0.06], [0.01, -0.04, 0.01], [0.00, 0.04, 0.09], [0.08, 0.03, -0.04], [0.01, -0.12, 0.01], [-0.08, -0.01, 0.11], [0.08, 0.01, 0.02], [0.00, 0.00, 0.00], [-0.01, -0.01, 0.00], [0.01, 0.00, -0.01], [-0.02, 0.00, -0.02], [0.00, 0.01, 0.03], [-0.02, 0.02, 0.04], [-0.03, -0.08, -0.03], [0.03, 0.02, 0.05], [0.02, 0.10, -0.07], [-0.02, -0.12, -0.16], [-0.03, -0.01, -0.02], [0.04, -0.08, 0.01], [0.07, 0.02, 0.01], [-0.09, -0.09, 0.08], [0.03, 0.04, -0.03], [0.12, 0.13, -0.09], [-0.17, 0.13, 0.07], [0.11, 0.07, 0.01], [0.01, -0.07, -0.10], [-0.03, 0.04, 0.04], [-0.04, -0.05, 0.02], [0.06, 0.06, -0.04], [0.01, -0.15, -0.12], [0.04, 0.05, -0.04], [0.00, 0.03, 0.03], [-0.01, 0.01, 0.01], [0.00, 0.00, -0.02], [0.00, -0.01, 0.02], [0.00, 0.01, 0.00], [0.01, 0.03, -0.02], [0.04, 0.03, -0.03], [-0.05, 0.00, 0.01], [0.02, 0.00, 0.02], [0.01, 0.01, 0.01], [0.00, 0.00, 0.00], [-0.02, 0.00, 0.01], [-0.08, -0.04, 0.05], [0.00, 0.00, -0.01], [0.00, 0.00, 0.00], [0.00, 0.00, 0.00], [0.00, 0.00, 0.00], [0.09, 0.05, -0.03], [0.06, 0.06, -0.07], [-0.05, -0.06, 0.01], [0.05, -0.03, 0.06], [-0.01, 0.14, 0.08], [0.01, -0.22, -0.28], [0.04, 0.01, -0.06], [-0.02, -0.04, -0.04], [0.04, 0.02, 0.05], [-0.05, 0.00, -0.01], [0.02, 0.01, -0.03], [-0.01, 0.05, 0.06], [0.01, -0.01, -0.04], [-0.01, -0.02, -0.04], [0.19, 0.05, 0.16], [-0.47, 0.01, -0.31], [0.12, 0.00, 0.10], [0.02, -0.08, -0.02], [-0.27, 0.21, 0.12], [0.07, -0.06, 0.05], [0.09, -0.09, 0.04], [0.05, 0.06, 0.00], [-0.01, 0.01, 0.04], [-0.06, -0.10, -0.10], [0.14, -0.01, -0.21], [0.00, 0.01, 0.00], [0.01, -0.01, -0.01], [0.01, -0.01, 0.01], [-0.01, 0.00, 0.00], [0.00, 0.00, -0.01], [0.02, -0.04, -0.05], [0.01, -0.03, 0.01], [0.00, 0.03, 0.04], [-0.04, 0.02, -0.06], [0.01, -0.02, -0.01], [0.00, -0.01, 0.02], [0.01, 0.01, 0.00], [0.08, 0.03, -0.05], [0.01, -0.01, -0.01], [0.00, 0.01, 0.00], [0.02, -0.01, -0.02], [-0.08, 0.01, 0.01]]
}



(4)
{
  "formula": "C2H14N2O3",
  "method": "the ωB97M-V functional and the def2-TZVPD basis",
  "max_force_ev_per_a": 1.170,
  "e_homo_ev": -9.95,
  "smiles": "NCCN.O.O.O",
  "multiplicity": 1,
  "lumo_ev": 0.8349,
  "e_above_lowest_ev": 0.324,
  "elements": ["N", "C", "C", "N", "H", "H", "H", "H", "H", "H", "H", "H", "O", "H", "H", "O", "H", "H", "O", "H", "H"],
  "xyz": [[-1.567, -0.329, -1.320], [-0.646, -0.806, -0.260], [0.763, -0.361, -0.588], [1.703, -0.663, 0.521], [-2.466, -0.757, -1.161], [-1.252, -0.741, -2.196], [-0.728, -1.856, 0.042], [-0.905, -0.232, 0.650], [1.175, -0.745, -1.544], [0.759, 0.725, -0.743], [2.613, -0.737, 0.076], [1.795, 0.206, 1.052], [0.632, -3.072, 1.515], [1.210, -2.357, 1.160], [1.226, -3.572, 2.084], [0.581, 2.332, 1.293], [0.800, 3.266, 1.284], [-0.319, 2.271, 0.940], [-1.732, 2.573, -0.558], [-2.028, 3.153, -1.264], [-1.613, 1.701, -0.985]],
  "forces_ev_per_angstrom": [[0.54, -0.56, -0.01], [-0.20, 0.93, 0.68], [0.58, 0.45, -0.35], [0.40, 0.54, -0.69], [-0.39, 0.08, 0.08], [-0.03, 0.16, -0.07], [0.08, 0.07, -0.52], [-0.02, -0.30, -0.17], [-0.43, -0.36, 0.47], [-0.26, -0.09, -0.03], [0.13, -0.24, 0.17], [-0.30, -0.34, 0.26], [0.47, -0.08, -0.07], [-0.41, 0.11, 0.24], [-0.15, -0.12, 0.04], [0.07, -0.33, 0.14], [-0.10, 0.04, -0.06], [0.08, 0.32, -0.13], [0.10, -0.23, -0.06], [0.02, 0.08, 0.05], [-0.17, -0.12, 0.03]]
}



(5)
{
  "formula": "C6H16N2S",
  "method": "the ωB97M-V functional and the def2-TZVPD basis",
  "max_force_ev_per_a": 4.268,
  "e_homo_ev": -18.41,
  "charge": 2,
  "multiplicity": 1,
  "lumo_ev": -9.2522,
  "e_above_lowest_ev": 0.000,
  "elements": ["C", "C", "C", "C", "C", "C", "N", "N", "S", "H", "H", "H", "H", "H", "H", "H", "H", "H", "H", "H", "H", "H", "H", "H", "H"],
  "xyz": [[0.726, -0.047, 0.060], [1.807, 1.914, 0.718], [-0.567, 2.107, -0.040], [-0.501, -1.475, -1.346], [0.070, -2.363, 0.891], [-1.587, -0.594, 0.734], [0.600, 1.211, 0.305], [-0.296, -1.102, 0.039], [2.474, -0.868, -0.377], [2.276, 2.678, -0.001], [2.542, 1.201, 1.076], [1.594, 2.369, 1.746], [0.035, 3.117, -0.248], [-1.240, 2.452, 0.715], [-1.161, 1.871, -0.916], [0.415, -1.676, -1.844], [-1.145, -2.304, -1.471], [-0.928, -0.631, -1.963], [-0.583, -3.184, 0.709], [1.094, -2.662, 0.715], [-0.107, -2.055, 1.960], [-2.057, 0.133, 0.068], [-2.227, -1.435, 0.837], [-1.380, -0.200, 1.816], [3.265, 0.337, -0.641]],
  "forces_ev_per_angstrom": [[3.92, -1.67, -0.20], [1.35, 1.80, 1.91], [2.14, 3.37, -0.71], [-1.04, 1.55, -2.74], [0.75, 1.62, 1.74], [0.61, 1.10, 0.92], [-1.12, -0.69, -0.84], [-1.12, 0.58, 1.98], [-1.28, 2.74, 0.39], [-1.16, -1.24, 0.90], [0.12, -0.14, -0.51], [-0.26, 0.16, -1.62], [-1.52, -2.12, -0.02], [-0.15, -0.63, 1.24], [0.50, -0.62, -0.20], [0.97, -0.47, -0.03], [-0.76, -0.89, 0.33], [0.19, -0.60, 0.98], [-0.80, -0.29, -0.80], [0.11, 0.03, -0.03], [0.61, -0.35, -1.09], [0.06, -0.09, 0.39], [-0.54, -0.79, -0.06], [-0.06, -0.56, -2.26], [-1.51, -1.83, 0.34]]
}



(6)
{
  "formula": "H5N3S",
  "method": "the ωB97M-V functional and the def2-TZVPD basis",
  "max_force_ev_per_a": 4.700,
  "e_homo_ev": -8.49,
  "multiplicity": 1,
  "lumo_ev": 0.6674,
  "e_above_lowest_ev": 2.741,
  "elements": ["N", "N", "N", "S", "H", "H", "H", "H", "H"],
  "xyz": [[0.946, 0.329, -1.115], [-0.148, 0.742, 1.349], [-0.168, 0.034, -0.428], [-0.552, -1.633, -0.302], [1.156, 1.399, -0.861], [1.790, -0.239, -0.969], [-1.241, 1.030, 1.419], [-0.114, -0.050, 1.921], [-1.669, -1.613, -1.013]],
  "forces_ev_per_angstrom": [[1.76, 3.40, 0.59], [-2.74, 1.65, -3.45], [-2.14, 0.61, 2.93], [0.92, -0.04, 0.27], [-0.43, -3.16, -1.04], [-0.35, 0.13, 0.44], [3.22, -0.89, -0.50], [0.16, -1.91, 1.03], [-0.41, 0.22, -0.28]]
}